1.
Computed, not measured: C3H5NS2 in the gas phase in a non-equilibrium geometry, with ωB97M-V/def2-TZVPD.

Element x y z (Å)
1 C 1.02554 -0.57078 -1.51950
2 C 0.40403 0.39401 -0.81358
3 C -0.27731 0.10528 0.41724
4 H 2.14102 -1.13091 -3.13820
5 H 1.72757 0.50154 -3.10028
6 H 1.04624 -1.60312 -1.09407
7 H 0.39173 1.40940 -1.18719
8 H -1.50618 0.97554 2.17828
9 N 1.67958 -0.40856 -2.68062
10 S -0.99550 1.55984 1.11889
11 S -0.40894 -1.36381 1.16866

## Properties
- HOMO (eV) = -8.188
- SMILES = N/C=C/C(=S)S
- energy (hartree) = -968.4210

2.
Computed, not measured: 14 unconnected molecules or ions with the total composition C24H67N9O33S5 in a non-equilibrium geometry, with ωB97M-V/def2-TZVPD.

Element x y z (Å)
1 C 1.14536 4.23193 0.16710
2 N 2.00535 4.21081 1.37371
3 O 2.12549 5.22872 2.00706
4 O 2.61497 3.16884 1.59312
5 H 0.65360 5.19231 0.09369
6 H 0.45535 3.40018 0.25994
7 H 1.77987 4.10544 -0.70508
8 C -6.29017 1.53207 3.66163
9 N -6.33896 1.39941 2.17493
10 O -5.52683 0.67630 1.64721
11 O -7.08595 2.14919 1.57602
12 H -7.17857 2.07063 3.95996
13 H -5.40227 2.09641 3.93865
14 H -6.18711 0.51865 4.03649
15 C -0.91866 4.17230 3.60184
16 N -1.87562 3.77715 4.67679
17 O -1.86328 4.44964 5.68449
18 O -2.49538 2.74396 4.53816
19 H -0.91992 3.36761 2.87745
20 H 0.07623 4.19398 4.03669
21 H -1.19625 5.16127 3.25632
22 C -3.49775 -1.39631 -2.65500
23 N -4.44128 -0.24901 -2.46252
24 O -5.24427 -0.03330 -3.35085
25 O -4.29358 0.46224 -1.48551
26 H -4.04057 -2.08771 -3.29199
27 H -3.39497 -1.86965 -1.68544
28 H -2.63996 -0.95007 -3.14305
29 C -3.65843 -3.23475 3.09126
30 N -4.28873 -2.34409 4.09017
31 O -4.44010 -1.16724 3.80341
32 O -4.72032 -2.83630 5.10837
33 H -2.69875 -3.53539 3.50921
34 H -3.66876 -2.70502 2.14967
35 H -4.23679 -4.14501 2.94903
36 C -3.74505 -5.21241 -0.32598
37 N -4.44725 -6.32000 0.38862
38 O -4.63345 -7.34332 -0.21654
39 O -4.72617 -6.11817 1.54191
40 H -4.46899 -4.43681 -0.55562
41 H -3.28303 -5.61330 -1.21672
42 H -3.02798 -4.81765 0.38546
43 C 0.50863 -4.50263 -1.05746
44 N 0.46390 -5.81598 -0.38407
45 O 1.54221 -6.32812 -0.17387
46 O -0.59808 -6.30582 -0.05828
47 H 0.56273 -4.67874 -2.12794
48 H 1.40769 -3.98635 -0.72904
49 H -0.30516 -3.82483 -0.80674
50 C 5.99880 0.62778 -0.19796
51 N 5.92993 -0.73534 -0.77236
52 O 4.83490 -1.19790 -0.95161
53 O 6.95517 -1.35948 -0.80126
54 H 5.02976 1.11041 -0.18242
55 H 6.68654 1.18743 -0.82881
56 H 6.39630 0.62246 0.81196
57 C 2.58151 0.51958 4.01169
58 N 1.58755 1.61993 4.04796
59 O 0.46555 1.35430 3.68943
60 O 1.95448 2.68581 4.48684
61 H 2.30403 -0.10465 3.16834
62 H 2.58369 -0.00530 4.95991
63 H 3.56605 0.93881 3.82968
64 O -0.47927 -3.99002 4.70446
65 S 0.91035 -4.20158 4.47611
66 O 1.86227 -3.13682 4.57716
67 O 1.37656 -5.42907 5.39601
68 C 2.75621 -5.45045 5.82057
69 C 2.95217 -6.80820 6.48420
70 C 1.11996 -4.91187 2.85671
71 H 2.99026 -4.64802 6.51879
72 H 3.39825 -5.37629 4.93618
73 H 2.51130 -7.56745 5.83733
74 H 2.33348 -6.83510 7.38389
75 H 3.98810 -7.01915 6.72621
76 H 2.05252 -5.47068 2.92273
77 H 1.22855 -4.11845 2.12296
78 H 0.28438 -5.55262 2.59130
79 O -1.81137 -0.87537 -5.55232
80 S -0.45938 -0.67342 -5.94530
81 O 0.05117 -1.06237 -7.21638
82 O -0.22660 0.89962 -5.77630
83 C 1.04281 1.42202 -6.17302
84 C 0.79837 2.86946 -6.57910
85 C 0.58610 -1.25132 -4.61703
86 H 1.41928 0.93968 -7.07756
87 H 1.79384 1.33386 -5.38701
88 H 0.16497 3.32195 -5.80956
89 H 0.27054 2.91589 -7.52985
90 H 1.68033 3.50385 -6.64502
91 H 0.31626 -0.68008 -3.73069
92 H 1.60831 -1.03995 -4.92141
93 H 0.42253 -2.30172 -4.39650
94 O 4.38067 1.47693 -3.24940
95 S 4.95135 2.39169 -4.20502
96 O 4.27907 2.56057 -5.45429
97 O 5.04653 3.81960 -3.51303
98 C 3.99790 4.21518 -2.57034
99 C 4.68730 4.41815 -1.24168
100 C 6.69091 2.09958 -4.41248
101 H 3.09707 3.60914 -2.58030
102 H 3.70810 5.19050 -2.97188
103 H 4.17345 5.11174 -0.57061
104 H 5.68375 4.84854 -1.34565
105 H 4.85856 3.48597 -0.69840
106 H 6.72405 1.13080 -4.90571
107 H 7.20713 2.06550 -3.45741
108 H 7.12142 2.91294 -4.98889
109 O -1.80906 -2.34235 0.54085
110 S -0.94343 -1.34923 1.10252
111 O -0.06079 -1.63000 2.19084
112 O -0.06164 -0.77919 -0.11885
113 C 1.07344 0.06858 0.22858
114 C 1.76537 0.37812 -1.06948
115 C -1.95307 0.06010 1.50618
116 H 1.70612 -0.60139 0.81878
117 H 0.81410 0.93223 0.84061
118 H 1.04698 0.85774 -1.74790
119 H 2.10697 -0.50664 -1.60467
120 H 2.60041 1.07582 -1.02122
121 H -2.44872 0.35712 0.58063
122 H -1.30790 0.86179 1.85193
123 H -2.73117 -0.24168 2.20636
124 O -1.79944 2.60697 -0.85019
125 S -2.50525 3.82701 -0.57393
126 O -1.90888 4.91240 0.13105
127 O -2.94058 4.37715 -2.00796
128 C -3.55800 3.43951 -2.91673
129 C -2.56238 2.87824 -3.90910
130 C -4.10072 3.51660 0.15926
131 H -4.30707 4.01938 -3.46189
132 H -4.13148 2.68689 -2.37926
133 H -3.03050 2.34495 -4.72933
134 H -1.80366 2.33341 -3.34408
135 H -2.00217 3.71173 -4.34625
136 H -4.63918 2.72976 -0.35605
137 H -4.65986 4.43986 0.26383
138 H -3.83526 3.17703 1.16499

## Properties
- HOMO (eV) = -10.726
- energy (hartree) = -5920.3993

3.
Computed, not measured: C6H11NO in the gas phase in a non-equilibrium geometry, with ωB97M-V/def2-TZVPD.

Element x y z (Å)
1 C -1.19115 0.93280 -1.19496
2 C -1.86304 1.12191 0.12247
3 C 0.04780 0.27273 1.25165
4 C 0.80901 -0.22817 -0.00843
5 C -0.32910 -0.41078 -0.98489
6 C 1.36197 -1.61916 0.59196
7 N -1.45921 -0.03946 0.93596
8 O -1.44838 -1.02874 0.07122
9 H -1.87089 0.53775 -2.07171
10 H -0.67752 1.82988 -1.36377
11 H -1.66580 2.09810 0.65354
12 H -2.93995 1.03713 0.04139
13 H 0.52588 -0.18293 2.13055
14 H 0.00790 1.37115 1.48182
15 H 1.66142 0.43674 -0.31938
16 H -0.24609 -1.11002 -1.82166
17 H 1.82986 -2.13546 -0.23726
18 H 0.59859 -2.27539 1.03376
19 H 2.12694 -1.41366 1.28712

## Properties
- HOMO (eV) = -8.949
- SMILES = C[C@@H]1CN2CC[C@@H]1O2
- energy (hartree) = -365.0870

4.
Computed, not measured: a gas-phase ion, C5H10N5O (charge +1) in a non-equilibrium geometry, with ωB97M-V/def2-TZVPD.

Element x y z (Å)
1 C 2.12460 1.00859 1.21096
2 C 1.94887 0.38025 -0.04198
3 C 1.38627 1.60260 2.05697
4 C -2.48129 -0.62388 -0.13113
5 C 3.15120 0.19768 -0.87448
6 N 0.84283 -0.07264 -0.57302
7 N -0.27362 -0.10985 -0.00113
8 N -3.54267 -1.40209 -0.59845
9 N -2.83264 0.37034 0.72037
10 N -1.26275 -0.86764 -0.52451
11 O 0.73701 2.14232 2.82837
12 H 3.18853 1.05946 1.63041
13 H 3.17853 0.94209 -1.74536
14 H 3.31108 -0.70518 -1.44043
15 H 4.14943 0.36356 -0.23228
16 H 1.07739 -0.44491 -1.57464
17 H -4.46473 -1.09608 -0.59402
18 H -3.52847 -2.36572 -0.91264
19 H -3.79118 0.23870 0.97417
20 H -2.05988 0.88596 1.05511
21 H -0.85853 -1.50357 -1.23232

## Properties
- HOMO (spin up / spin down) (eV) = -10.648 / -10.650
- energy (hartree) = -545.1721
- total charge = +1

5.
Computed, not measured: C4H8N2O in the gas phase in a non-equilibrium geometry, with ωB97M-V/def2-TZVPD.

Element x y z (Å)
1 C -1.86632 -0.67268 1.06995
2 C -0.57049 -0.32180 0.06214
3 C -0.61795 0.29536 -1.32614
4 C 2.26670 0.21489 0.44936
5 H -1.47855 -0.98568 2.08886
6 H -2.53767 0.16239 0.91723
7 H -2.51944 -1.55631 0.49154
8 H 0.30729 -0.90388 0.19987
9 H -1.71939 0.65265 -1.78585
10 H 0.15791 -0.09816 -2.05280
11 H 1.83009 1.29489 -1.14325
12 H 3.33184 0.56906 0.05235
13 N -0.02851 0.99871 -0.15618
14 N 1.31977 0.75467 -0.42432
15 O 2.12473 -0.40411 1.55724

## Properties
- HOMO (eV) = -9.135
- SMILES = C[C@H]1CN1NC=O
- energy (hartree) = -341.8134

6.
Computed, not measured: a molecular structure, CH2Br3NO2S in a non-equilibrium geometry, with ωB97M-V/def2-TZVPD.

Element x y z (Å)
1 C -1.96975 0.88468 -0.01627
2 N 2.34178 -0.26988 -0.01015
3 O 0.23867 -1.20631 1.57224
4 O 0.42465 -1.41268 -0.91013
5 S 0.66629 -0.65572 0.27055
6 Br -2.09880 2.67764 0.29502
7 Br -2.61218 -0.13345 1.39697
8 Br -2.38635 0.25160 -1.76177
9 H 2.49999 -0.77619 -0.88204
10 H 2.89570 0.64032 0.04558

## Properties
- HOMO (spin up / spin down) (eV) = -8.629 / -9.583
- energy (hartree) = -8364.6230

Copy entry 4 word for word.
Computed, not measured: a gas-phase ion, C5H10N5O (charge +1) in a non-equilibrium geometry, with ωB97M-V/def2-TZVPD.

Element x y z (Å)
1 C 2.12460 1.00859 1.21096
2 C 1.94887 0.38025 -0.04198
3 C 1.38627 1.60260 2.05697
4 C -2.48129 -0.62388 -0.13113
5 C 3.15120 0.19768 -0.87448
6 N 0.84283 -0.07264 -0.57302
7 N -0.27362 -0.10985 -0.00113
8 N -3.54267 -1.40209 -0.59845
9 N -2.83264 0.37034 0.72037
10 N -1.26275 -0.86764 -0.52451
11 O 0.73701 2.14232 2.82837
12 H 3.18853 1.05946 1.63041
13 H 3.17853 0.94209 -1.74536
14 H 3.31108 -0.70518 -1.44043
15 H 4.14943 0.36356 -0.23228
16 H 1.07739 -0.44491 -1.57464
17 H -4.46473 -1.09608 -0.59402
18 H -3.52847 -2.36572 -0.91264
19 H -3.79118 0.23870 0.97417
20 H -2.05988 0.88596 1.05511
21 H -0.85853 -1.50357 -1.23232

## Properties
- HOMO (spin up / spin down) (eV) = -10.648 / -10.650
- energy (hartree) = -545.1721
- total charge = +1